1.
Entry from the Open Molecules 2025 dataset: C16H32N4O6PPd as an isolated structure (ωB97M-V/def2-TZVPD).

```
! wB97M-V def2-TZVPD RIJCOSX def2/J DEFGRID3
* xyz -1 1
Pd -0.13 0.26 -0.04
C -2.99 0.55 1.32
N -2.78 -0.56 2.23
C -3.61 -1.74 1.97
C -3.01 -3.01 2.54
C -2.41 -2.69 3.90
N -1.41 -1.65 3.77
C -0.06 -1.94 4.20
C -1.59 -0.61 2.89
O -0.75 0.28 2.78
H -4.07 0.69 1.19
H -2.53 0.36 0.34
H -2.56 1.45 1.75
H -3.73 -1.84 0.88
H -4.61 -1.57 2.40
H -2.23 -3.40 1.89
H -3.79 -3.77 2.63
H -1.93 -3.57 4.32
H -3.20 -2.37 4.60
H -0.08 -2.33 5.22
H 0.52 -1.03 4.17
H 0.42 -2.68 3.54
C 0.71 3.11 2.77
O -0.26 3.11 1.75
H 0.74 4.12 3.20
H 1.70 2.85 2.37
H 0.45 2.39 3.56
H -0.30 2.19 1.42
C 1.93 2.28 -2.89
P 1.36 2.74 -1.24
C -0.41 2.99 -1.45
C 2.06 4.38 -0.92
O 1.74 1.77 -0.18
H 1.79 3.11 -3.59
H 1.36 1.42 -3.23
H 2.98 2.00 -2.85
H -0.62 3.53 -2.38
H -0.81 3.53 -0.59
H -0.83 1.97 -1.46
H 1.78 5.10 -1.69
H 3.15 4.28 -0.88
H 1.70 4.71 0.05
O -1.75 -3.65 -0.54
N -1.33 -2.50 -0.34
O -1.76 -1.54 -1.04
O -0.53 -2.25 0.58
N 0.02 -0.93 -3.34
C 1.36 -1.27 -3.44
C 2.17 -1.29 -2.30
C 3.53 -1.53 -2.41
C 4.11 -1.78 -3.65
C 3.31 -1.77 -4.78
C 1.95 -1.52 -4.68
H -0.58 -1.35 -4.03
H -0.37 -1.00 -2.40
H 1.73 -1.09 -1.33
H 4.13 -1.53 -1.51
H 5.18 -1.97 -3.73
H 3.75 -1.96 -5.75
H 1.34 -1.50 -5.58
*
```

Properties
Kohn-Sham gap, eV: 6.08
Highest occupied orbital energy, eV: -3.17

Which charges does Löwdin predict for the atoms? In e, they are: 0.2286 -0.0560 -0.0746 -0.1634 -0.1550 -0.1654 -0.0918 -0.0475 -0.5037 0.0063 0.0857 0.0590 0.0788 0.1163 0.1164 0.0901 0.1136 0.1153 0.1192 0.0797 0.0808 0.0937 -0.1778 -0.1765 0.0684 0.0692 0.0641 0.0139 -0.1717 0.5216 -0.1986 -0.1784 -0.4069 0.0473 0.0303 0.0553 0.0502 0.0389 0.0278 0.0444 0.0491 0.0430 -0.0300 -0.5930 -0.1221 -0.0661 0.1054 -0.3471 -0.0454 -0.0990 -0.1337 -0.1261 -0.0628 0.0884 0.0337 0.0868 0.0999 0.0837 0.0894 0.0983

---

2.
Entry from the Open Molecules 2025 dataset: C16H32N7NiO2S5 as an isolated structure (ωB97M-V/def2-TZVPD).

```
! wB97M-V def2-TZVPD RIJCOSX def2/J DEFGRID3
* xyz 1 3
Ni 0.39 -0.73 -0.83
C -2.04 0.25 1.54
C -1.94 0.87 0.14
N -1.61 -0.07 -0.95
C -2.55 -1.21 -1.09
C -1.80 -2.55 -1.23
N -0.54 -2.57 -0.47
C -0.61 -3.04 0.92
C -1.47 -2.17 1.82
N -1.04 -0.76 1.91
H -3.02 -0.20 1.68
H -2.00 1.09 2.24
H -1.16 1.64 0.13
H -2.89 1.39 -0.06
H -1.60 0.46 -1.81
H -3.18 -1.06 -1.97
H -3.21 -1.22 -0.23
H -1.54 -2.70 -2.28
H -2.46 -3.36 -0.93
H 0.12 -3.16 -0.98
H 0.41 -3.07 1.29
H -1.01 -4.06 0.96
H -1.46 -2.62 2.81
H -2.51 -2.21 1.48
H -0.16 -0.63 1.43
N 1.42 1.12 -0.74
C 2.08 1.19 0.58
C 3.15 2.29 0.72
C 2.85 3.34 1.81
C 3.29 2.92 3.22
N 2.85 1.57 3.57
C 1.63 1.23 3.94
N 0.69 2.14 4.24
N 1.30 -0.07 4.00
C 2.53 -0.25 0.97
O 3.39 -0.39 1.85
O 1.90 -1.20 0.41
H 2.11 0.94 -1.47
H 0.98 2.01 -0.98
H 1.26 1.41 1.29
H 3.21 2.81 -0.23
H 4.12 1.84 0.89
H 1.78 3.57 1.81
H 3.37 4.27 1.58
H 2.95 3.63 3.97
H 4.37 2.90 3.28
H 3.36 0.82 3.07
H 0.95 3.10 4.33
H -0.10 1.84 4.79
H 1.99 -0.72 3.64
H 0.33 -0.33 3.82
C -2.67 -2.80 -5.93
S -1.15 -2.66 -4.98
C -1.06 -0.93 -4.68
C -0.12 -0.39 -3.88
S 1.11 -1.24 -2.97
S -0.11 1.36 -3.84
C -1.57 1.65 -4.75
S -2.21 3.12 -5.01
S -2.18 0.18 -5.45
H -2.77 -3.86 -6.16
H -2.61 -2.25 -6.87
H -3.54 -2.48 -5.36
*
```

Properties
Kohn-Sham gap (spin up / spin down), eV: 7.10 / 6.98
⟨S²⟩: 2.0073
Highest occupied orbital energy (spin up / spin down), eV: -9.49 / -9.60

Which charges does Löwdin predict for the atoms? In e, they are: 0.3861 -0.1969 -0.1707 -0.0942 -0.1390 -0.1652 -0.1188 -0.1725 -0.1857 -0.0456 0.1111 0.1075 0.1027 0.1314 0.0765 0.1308 0.1013 0.0593 0.1316 0.1145 0.1174 0.1294 0.1182 0.1046 0.0571 0.0206 -0.2637 -0.1197 -0.1644 -0.1471 0.0999 -0.4494 0.2129 0.2125 -0.5773 0.0076 -0.0599 0.0811 0.0940 0.1284 0.1202 0.1270 0.1097 0.1202 0.1193 0.1345 0.1122 0.1109 0.1277 0.1180 0.1021 -0.4137 0.8551 -0.9766 -1.1358 0.6228 0.8703 -1.5035 0.5801 0.9267 0.0398 0.0319 0.0350

---

3.
Entry from the Open Molecules 2025 dataset: one molecule with the formula C16H33Cl (ωB97M-V/def2-TZVPD).

```
! wB97M-V def2-TZVPD RIJCOSX def2/J DEFGRID3
* xyz 0 1
C -1.93 -2.93 -4.26
C -1.57 -1.67 -5.08
C -2.00 -0.27 -4.60
C -1.57 0.06 -3.12
C -2.02 1.48 -2.78
C -1.61 1.80 -1.28
C -0.21 2.00 -0.86
C 0.61 0.73 -0.31
C 2.17 0.96 -0.19
C 2.74 -0.39 0.28
C 2.28 -0.86 1.66
C 2.70 0.14 2.90
C 1.57 1.09 3.16
C 0.26 0.54 3.69
C 0.58 -0.38 4.89
C -0.75 -0.81 5.60
H -1.46 -3.93 -4.51
H -1.78 -2.80 -3.13
H -3.09 -3.12 -4.30
H -0.47 -1.63 -5.26
H -2.08 -1.79 -6.11
H -1.37 0.53 -5.23
H -3.11 -0.10 -4.74
H -0.46 0.03 -3.20
H -1.99 -0.63 -2.45
H -1.59 2.15 -3.50
H -3.07 1.48 -2.88
H -2.27 2.71 -1.08
H -2.14 0.97 -0.80
H -0.29 2.73 -0.07
H 0.25 2.40 -1.83
H 0.10 0.45 0.61
H 0.40 -0.06 -1.03
H 2.42 1.20 -1.32
H 2.36 1.86 0.47
H 3.90 -0.51 0.32
H 2.29 -1.15 -0.45
H 2.66 -1.84 1.75
H 1.16 -1.04 1.72
H 3.60 0.58 2.68
H 2.80 -0.76 3.64
H 1.78 1.89 3.81
H 1.45 1.55 2.17
H -0.29 1.43 4.11
H -0.22 0.07 2.76
H 1.24 0.17 5.62
H 1.00 -1.23 4.59
H -1.17 0.18 6.06
H -1.50 -1.33 4.99
Cl -0.31 -1.90 6.86
*
```

Properties
Kohn-Sham gap, eV: 10.96
SMILES string: CCCCCCCCCCCCCCCCCl
Highest occupied orbital energy, eV: -10.08

Which charges does Löwdin predict for the atoms? In e, they are: -0.1416 -0.2979 -0.2287 -0.2397 -0.2112 -0.2401 -0.2046 -0.1972 -0.1991 -0.2397 -0.2023 -0.1497 -0.2611 -0.2063 -0.2867 -0.6496 0.0729 0.0665 0.0922 0.0971 0.1189 0.1469 0.1163 0.1237 0.0801 0.0957 0.0910 0.1213 0.1056 0.0966 0.1316 0.0750 0.0879 0.1380 0.1101 0.1352 0.1211 0.0746 0.1054 0.0734 0.1291 0.0951 0.0863 0.1266 0.1167 0.1393 0.0295 0.1100 0.0681 0.5774

---

4.
Entry from the Open Molecules 2025 dataset: a 3-piece molecular cluster, C16H33Cl2NO2 overall (ωB97M-V/def2-TZVPD).

```
! wB97M-V def2-TZVPD RIJCOSX def2/J DEFGRID3
* xyz 0 1
C 5.16 0.55 3.20
C 4.52 -0.62 2.52
Cl 2.90 -0.34 1.92
C 5.05 -1.80 2.38
Cl 4.18 -3.11 1.59
N 6.36 -2.05 2.88
C 7.25 -2.36 1.82
O 7.74 -3.42 1.73
O 7.51 -1.39 0.91
H 4.76 0.58 4.22
H 6.23 0.47 3.26
H 4.84 1.44 2.67
H 6.30 -2.91 3.43
H 6.80 -1.45 0.25
C -2.11 2.34 -2.23
C -0.83 3.03 -2.69
C 0.14 2.09 -3.41
C 0.67 0.94 -2.55
C 1.39 1.36 -1.27
C 2.65 2.19 -1.54
H -1.90 1.55 -1.50
H -2.78 3.05 -1.75
H -2.64 1.89 -3.07
H -0.34 3.51 -1.84
H -1.10 3.83 -3.38
H 0.98 2.67 -3.80
H -0.36 1.66 -4.28
H 1.36 0.34 -3.16
H -0.15 0.27 -2.28
H 1.68 0.47 -0.72
H 0.72 1.92 -0.62
H 3.36 1.63 -2.15
H 3.14 2.45 -0.60
H 2.41 3.13 -2.05
C -6.68 -1.73 0.59
C -5.71 -0.69 1.14
C -4.69 -0.21 0.11
C -3.75 -1.28 -0.44
C -2.93 -2.02 0.62
C -1.98 -1.10 1.38
H -6.16 -2.63 0.26
H -7.40 -2.03 1.36
H -7.24 -1.33 -0.26
H -5.20 -1.10 2.02
H -6.28 0.17 1.50
H -4.10 0.60 0.55
H -5.23 0.24 -0.73
H -3.07 -0.82 -1.16
H -4.33 -2.02 -1.00
H -2.34 -2.80 0.13
H -3.59 -2.54 1.33
H -1.28 -0.61 0.70
H -1.40 -1.67 2.11
H -2.52 -0.33 1.93
*
```

Properties
Kohn-Sham gap, eV: 10.11
SMILES string: C/C(Cl)=C(/Cl)NC(=O)O.CCCCCC.CCCCCC
Highest occupied orbital energy, eV: -9.75

Which charges does Löwdin predict for the atoms? In e, they are: -0.0869 -0.7145 0.6720 -0.7538 0.6749 0.0803 -0.6210 0.1672 0.1053 0.0899 0.0781 0.0695 0.1379 0.1253 -0.1121 -0.2683 -0.2279 -0.2254 -0.2787 -0.1086 0.0509 0.0710 0.0775 0.0986 0.1041 0.1000 0.1093 0.1102 0.0953 0.0719 0.1000 0.0757 0.0634 0.0658 -0.1125 -0.2705 -0.2323 -0.2280 -0.2663 -0.1063 0.0646 0.0684 0.0744 0.0980 0.1037 0.0983 0.1094 0.0971 0.1015 0.1045 0.0983 0.0650 0.0695 0.0664

---

5.
Entry from the Open Molecules 2025 dataset: a 3-piece molecular cluster, C16H33ClN5O7PS overall (ωB97M-V/def2-TZVPD).

```
! wB97M-V def2-TZVPD RIJCOSX def2/J DEFGRID3
* xyz 0 1
C 0.26 3.52 1.62
C -0.29 3.22 0.08
C 0.82 2.50 -0.89
O 0.85 1.09 -1.02
P -0.56 0.23 -1.43
C 0.65 -1.07 -2.27
N 1.96 -0.30 -2.55
C -0.88 -0.12 0.39
C 0.37 -1.02 1.07
S 0.83 -0.44 2.80
C 0.21 -1.86 3.91
N 0.52 -3.33 3.64
N -0.17 -3.98 4.68
C -0.89 -2.96 5.56
O -0.65 -1.57 5.07
C -1.25 1.47 -2.65
C -0.13 1.68 -4.03
C -0.40 0.57 -5.33
O -0.79 2.17 -5.36
C -1.96 -0.95 -1.94
Cl -1.72 -2.74 -1.38
C -3.48 -0.51 -1.53
C -4.30 -1.58 -0.59
H 0.03 4.67 1.87
H 1.42 3.38 1.70
H -0.36 2.90 2.41
H -0.51 4.31 -0.37
H -1.35 2.68 0.09
H 1.87 2.81 -0.39
H 0.83 3.15 -1.89
H 0.98 -1.92 -1.50
H 0.22 -1.49 -3.27
H 2.77 -0.88 -2.22
H 2.00 -0.11 -3.58
H -1.83 -0.79 0.64
H -0.98 0.80 1.11
H 1.35 -1.00 0.44
H 0.01 -2.15 1.12
H -1.58 -3.17 6.49
H -2.18 1.11 -3.32
H -1.54 2.53 -2.29
H 1.05 2.00 -3.76
H 0.42 0.46 -6.16
H -1.44 0.01 -5.35
H -1.96 -1.04 -3.13
H -4.09 -0.27 -2.51
H -3.40 0.52 -0.94
H -5.30 -1.03 -0.25
H -4.68 -2.53 -1.21
H -3.75 -1.88 0.41
C 3.77 5.15 -3.78
N 2.67 4.95 -2.80
O 1.55 5.37 -3.11
O 2.96 4.39 -1.74
H 3.37 5.66 -4.66
H 4.54 5.76 -3.30
H 4.15 4.16 -4.05
C 1.23 -5.65 6.90
N 1.67 -6.63 7.93
O 1.30 -7.80 7.79
O 2.39 -6.19 8.84
H 0.61 -6.17 6.16
H 0.65 -4.88 7.41
H 2.12 -5.23 6.43
*
```

Properties
Kohn-Sham gap, eV: 8.11
SMILES string: CCCOP(CN)(CCSc1nnco1)(C[C@H]1CO1)[C@@H](Cl)CC.C[N+](=O)[O-].C[N+](=O)[O-]
Highest occupied orbital energy, eV: -8.50

Which charges does Löwdin predict for the atoms? In e, they are: -0.1295 -0.2264 -0.2883 -0.4029 0.7389 -0.2908 -0.0709 -0.2755 -0.4831 0.8499 -0.4409 0.0025 -0.0392 -0.0384 -0.0863 -0.1678 -0.1711 -0.0293 -0.2169 -0.7352 0.5337 -0.3045 -0.2025 0.0804 0.0799 0.0634 0.1181 0.0961 0.1242 0.0909 0.0903 0.0927 0.0748 0.0503 0.0819 0.0677 0.0717 0.0854 0.1387 0.1005 0.0987 0.1549 0.1094 0.1115 0.0761 0.1177 0.1092 0.0836 0.0859 0.0633 0.0412 -0.4133 0.0543 0.0369 0.0973 0.1020 0.1021 0.0029 -0.4280 0.0503 0.0433 0.0825 0.0841 0.1012

---

6.
Entry from the Open Molecules 2025 dataset: C16H33F4N4O10S5 as an isolated structure (ωB97M-V/def2-TZVPD).

```
! wB97M-V def2-TZVPD RIJCOSX def2/J DEFGRID3
* xyz -1 1
N -2.22 -2.60 3.38
C -2.51 -2.06 2.03
N -1.22 -1.74 1.42
N -3.16 -3.16 1.32
C -3.40 -0.81 2.20
S -4.18 -0.17 0.71
O -3.93 -1.03 -0.43
O -3.57 1.13 0.52
N -5.75 0.14 0.94
S -6.59 -0.97 1.69
O -6.18 -2.34 1.50
O -6.85 -0.67 3.08
C -8.22 -0.86 0.81
F -8.48 0.42 0.51
F -8.13 -1.61 -0.31
C -9.30 -1.49 1.69
F -10.43 -1.65 0.93
F -9.65 -0.67 2.71
H -3.05 -3.14 3.62
H -2.28 -1.82 4.02
H -1.19 -0.81 1.02
H -0.51 -1.80 2.13
H -2.67 -3.99 1.63
H -2.92 -3.07 0.34
H -2.77 -0.02 2.57
H -4.14 -1.01 2.97
H -8.98 -2.46 2.05
C 5.05 -0.39 2.16
C 4.89 -1.19 0.86
C 3.76 -2.20 1.06
S 2.66 -1.48 2.29
O 2.69 -2.29 3.48
O 1.42 -1.13 1.65
C 3.63 0.00 2.57
H 5.68 0.48 2.02
H 5.50 -1.02 2.92
H 4.63 -0.50 0.04
H 5.82 -1.69 0.58
H 3.20 -2.39 0.16
H 4.13 -3.14 1.47
H 3.55 0.29 3.62
H 3.23 0.78 1.93
C -3.98 2.50 -2.84
C -4.77 2.25 -4.13
C -3.76 1.84 -5.21
S -2.38 1.07 -4.35
O -1.21 1.90 -4.54
O -2.35 -0.33 -4.66
C -3.02 1.33 -2.70
H -4.62 2.58 -1.97
H -3.41 3.43 -2.93
H -5.48 1.43 -3.96
H -5.34 3.12 -4.43
H -4.17 1.13 -5.92
H -3.37 2.71 -5.75
H -2.20 1.52 -2.01
H -3.55 0.42 -2.40
C 9.69 1.98 -1.07
C 8.75 1.32 -2.10
C 7.49 0.87 -1.34
S 7.32 1.99 0.06
O 7.49 1.24 1.27
O 6.17 2.84 -0.14
C 8.82 2.92 -0.26
H 10.51 2.51 -1.56
H 10.12 1.21 -0.43
H 8.48 2.05 -2.86
H 9.22 0.48 -2.60
H 6.59 0.94 -1.95
H 7.59 -0.14 -0.95
H 9.26 3.22 0.69
H 8.54 3.81 -0.83
*
```

Properties
Kohn-Sham gap, eV: 7.39
Highest occupied orbital energy, eV: -5.93

Which charges does Löwdin predict for the atoms? In e, they are: 0.0689 -0.6825 0.0865 0.0719 -0.1751 0.5318 -0.3240 -0.3674 -0.3095 0.5359 -0.3128 -0.3156 -0.5195 0.1037 0.0979 -0.3205 0.0591 0.0861 0.0736 0.0674 0.0674 0.0239 0.0695 0.0638 0.0987 0.0833 0.1629 -0.2233 -0.2199 -0.2146 0.6786 -0.3183 -0.3228 -0.2203 0.0719 0.1235 0.1158 0.1082 0.1043 0.1020 0.1069 0.1102 -0.2149 -0.2170 -0.2301 0.6659 -0.3432 -0.3316 -0.2349 0.1170 0.1169 0.1180 0.1071 0.0950 0.0957 0.1094 0.0899 -0.2217 -0.2121 -0.2188 0.6647 -0.3266 -0.3115 -0.2294 0.1138 0.1186 0.1174 0.1135 0.1059 0.0997 0.1074 0.1083

---

7.
Entry from the Open Molecules 2025 dataset: C16H33LaNO3 as an isolated structure (ωB97M-V/def2-TZVPD).

```
! wB97M-V def2-TZVPD RIJCOSX def2/J DEFGRID3
* xyz 3 1
C -3.96 -3.41 -0.33
C -3.33 -3.22 1.04
C -1.81 -3.10 0.99
C -1.12 -4.44 0.70
C 0.16 -4.43 -0.15
C 1.14 -3.25 0.09
C 1.42 -2.45 -1.19
C 0.14 -1.96 -1.85
C -0.10 -0.34 -1.65
C 0.13 0.15 -0.22
C -0.95 1.16 0.20
C -0.50 1.95 1.48
O 0.70 1.36 1.95
C 1.88 1.98 1.64
O 2.78 1.32 1.21
O 1.91 3.28 1.88
C 2.12 4.06 0.66
C 1.99 5.52 0.99
C 2.41 6.40 -0.19
N 2.09 5.75 -1.49
H -4.46 -4.37 -0.45
H -4.70 -2.65 -0.56
H -3.11 -3.43 -1.06
H -3.57 -4.03 1.72
H -3.72 -2.31 1.51
H -1.52 -2.78 1.99
H -1.48 -2.26 0.32
H -1.84 -5.07 0.18
H -0.90 -4.95 1.63
H -0.06 -4.55 -1.21
H 0.70 -5.33 0.11
H 0.85 -2.63 0.93
H 2.10 -3.67 0.35
H 1.93 -3.09 -1.89
H 2.07 -1.59 -1.01
H 0.26 -2.13 -2.96
H -0.76 -2.58 -1.55
H 0.61 0.13 -2.33
H -1.14 0.00 -1.98
H 1.09 0.66 -0.22
H 0.24 -0.67 0.48
H -1.90 0.65 0.41
H -1.13 1.87 -0.60
H -0.43 3.01 1.30
H -1.26 1.82 2.25
H 1.37 3.78 -0.09
H 3.11 3.86 0.26
H 0.98 5.74 1.32
H 2.65 5.73 1.83
H 3.48 6.58 -0.14
H 1.90 7.35 -0.12
H 1.10 5.87 -1.66
H 2.55 6.28 -2.22
La -2.07 -1.61 -2.30
*
```

Properties
Kohn-Sham gap, eV: 1.79
Highest occupied orbital energy, eV: -15.31

Which charges does Löwdin predict for the atoms? In e, they are: -0.0921 -0.2169 -0.2132 -0.1561 -0.1594 -0.1388 -0.1176 -0.3283 -0.2078 -0.1656 -0.1203 -0.1124 0.0131 -0.5809 0.1697 0.0497 -0.1615 -0.1580 -0.2459 -0.0115 0.1162 0.0934 -0.0164 0.1422 0.1237 0.1409 0.0622 0.1184 0.1406 0.1119 0.1338 0.1159 0.1422 0.1512 0.1521 0.1536 -0.0497 0.1720 -0.0046 0.1225 0.1145 0.1079 0.1244 0.1333 0.1400 0.1065 0.1388 0.1171 0.1287 0.1193 0.1136 0.0675 0.0761 2.3443

---

8.
Entry from the Open Molecules 2025 dataset: C16H33NOP2Re as an isolated structure (ωB97M-V/def2-TZVPD).

```
! wB97M-V def2-TZVPD RIJCOSX def2/J DEFGRID3
* xyz 0 4
Re -0.22 -0.27 -0.26
P -0.91 1.22 -1.90
P 0.03 -1.69 1.74
N 1.47 0.06 -0.42
H -0.81 -0.63 -1.71
C -0.96 3.01 -1.62
H -1.31 3.54 -2.52
H 0.05 3.37 -1.37
H -1.62 3.23 -0.78
C -2.44 0.92 -2.87
H -2.61 1.70 -3.62
H -3.28 0.91 -2.17
H -2.40 -0.05 -3.37
C 0.39 1.12 -3.18
H 0.12 1.65 -4.10
H 0.62 0.08 -3.45
H 1.32 1.56 -2.81
C 0.17 -0.80 3.35
H 0.49 -1.48 4.15
H -0.81 -0.35 3.57
H 0.91 0.01 3.23
C -1.14 -3.03 2.24
H -0.77 -3.54 3.15
H -1.23 -3.77 1.44
H -2.13 -2.60 2.46
C 1.62 -2.62 1.64
H 1.76 -3.26 2.53
H 2.46 -1.92 1.57
H 1.62 -3.26 0.74
C 2.84 0.21 -0.62
C 4.93 1.39 -0.46
C 3.58 1.30 -0.12
C 3.44 -0.85 -1.35
C 4.81 -0.74 -1.68
C 5.51 0.37 -1.21
H 5.49 2.24 -0.11
H 3.03 2.02 0.48
H 2.82 -1.70 -1.66
H 5.27 -1.51 -2.28
H 6.59 0.45 -1.47
C -3.10 1.29 2.30
O -1.89 1.12 2.33
C -3.72 2.55 1.68
H -4.61 2.31 1.08
H -2.96 2.99 1.01
H -3.99 3.25 2.47
C -4.02 0.09 2.49
H -3.87 -0.35 3.48
H -3.74 -0.66 1.74
H -5.06 0.37 2.33
C -0.43 -2.07 -1.39
H 0.26 -2.76 -0.94
H -0.15 -1.98 -2.47
H -1.45 -2.43 -1.30
*
```

Properties
Kohn-Sham gap (spin up / spin down), eV: 5.73 / 7.70
⟨S²⟩: 3.7783
Highest occupied orbital energy (spin up / spin down), eV: -5.04 / -7.48

Which charges does Löwdin predict for the atoms? In e, they are: 0.8111 0.5638 0.6684 -0.2606 -0.0962 -0.2609 0.0459 0.0483 0.0135 -0.2564 0.0434 0.0359 0.0466 -0.2626 0.0453 0.0373 0.0420 -0.2762 0.0459 0.0143 0.0443 -0.2633 0.0453 0.0391 0.0261 -0.2674 0.0421 0.0390 0.0313 -0.3833 -0.1149 -0.0556 -0.0500 -0.1005 -0.1415 0.0934 0.0997 0.0967 0.0921 0.1023 -0.4737 -0.0339 -0.0180 0.0821 0.0627 0.0858 -0.0291 0.0814 0.0765 0.0664 -0.3268 -0.0300 0.0238 0.0092

---

How do the records compare in calculated total energy? In the order shown, they have -1768.568276, -4661.803286, -1089.509142, -1755.050788, -2628.907826, -3991.308316, -940.193522, -1520.261876 Eh.